This record from the OMol25 dataset describes C24H36BN8ReS as an isolated structure in a non-equilibrium geometry. The level of theory is ωB97M-V with the def2-TZVPD basis set.

Values from the calculation:
Net charge = +3
E_tot = -51008.6972 eV
Molar mass = 665.694 g/mol
Energy above the lowest of the compared OMol25 structures with the same formula, charge and spin = 134.11 kJ/mol
2S+1 = 2
Expectation value of S² = 0.7808
HOMO-LUMO gap (spin up / spin down) = 5.2 / 5.8 eV

Structure (XYZ):
```
71
Properties=species:S:1:pos:R:3:forces:R:3
H 0.13671 -2.28654 8.21399 -0.0037 0.0600 -0.0025
H 1.08198 -2.89086 6.84342 0.0245 0.0392 0.0520
C 3.61016 0.01910 -2.07606 -0.1018 -0.0453 0.2893
C -0.23930 2.67063 6.86523 -0.0128 0.2519 0.0628
H -3.90258 -4.19791 1.15295 -0.0001 0.0046 -0.0008
H -2.35184 -3.99988 -2.31922 0.0054 0.0072 0.0417
C 2.55020 0.00259 -2.95720 0.0330 0.0181 -0.0012
N 1.68010 0.02807 -0.92692 -0.6124 0.0281 0.9786
H -2.14967 3.37090 2.58315 -0.0201 -0.0100 -0.0340
H -0.52463 -2.94369 1.84545 0.0742 0.1184 0.1062
H -1.58961 5.37351 -0.44521 0.0352 0.0455 0.0365
C 0.15673 -2.38590 7.13310 0.0147 -0.1802 -0.0128
C -1.49916 2.66815 -0.76143 -0.3777 0.5710 -0.4616
H -2.05954 -2.01528 1.99660 0.0454 0.1544 0.1366
H -3.88808 -4.03620 -0.59817 -0.0572 0.0271 0.0310
C -1.56094 -2.61887 -0.79230 -0.0456 -0.2089 -0.3659
C -1.93778 3.41667 0.46298 -0.0268 0.0321 0.2893
C -1.26958 2.24557 -2.92750 0.0892 -0.1597 0.0337
H 5.47175 1.32393 -0.60378 0.0081 0.0568 0.0297
H 5.60213 1.26844 1.15006 -0.0025 0.0037 -0.0002
C -3.56377 -3.57040 0.33006 0.0173 0.0398 -0.1172
H -1.98273 -3.69767 2.49451 0.0455 0.0304 -0.0285
C -1.29185 -2.18250 -2.94977 -0.0618 -0.0753 -0.0079
H -0.24828 2.66351 7.95141 0.0033 -0.0231 -0.0101
N -0.80963 1.45989 -0.92341 0.6604 -1.0882 1.6358
H 4.30228 2.20085 0.38907 0.0209 0.0087 0.0261
H -1.28993 -2.19303 -4.02846 0.0642 0.1291 0.0024
N -0.69766 1.25065 -2.26732 -0.1576 0.2118 -0.5193
H 4.64173 -0.82912 0.23708 -0.0394 -0.0059 -0.0975
C -0.04309 0.15821 7.06751 -0.0207 0.2453 -0.0883
C 4.89791 1.28861 0.32006 -0.0509 0.0074 -0.1313
N 0.08147 -1.08139 5.09253 -0.0155 0.2528 0.0985
S 0.05657 -0.06199 2.63881 -0.0292 0.0959 -2.4150
H -0.05833 0.22755 8.14577 -0.0007 -0.0622 0.0049
C -1.32036 4.82524 0.45563 0.0302 -0.0077 -0.1800
C -1.61088 -2.97848 1.76251 0.0512 -0.0360 0.0733
H -1.61065 -4.42492 0.22874 0.0285 0.0327 -0.0919
N -0.72204 -1.20508 -2.25952 0.0639 -0.0114 -0.3671
H 2.79389 -0.99257 1.83974 -0.1377 0.0241 0.1064
N 1.41862 0.01004 -2.26803 0.0368 -0.0864 -0.3979
C 3.06814 0.03511 -0.80062 0.3010 -0.0634 -0.4036
H 4.65684 0.00540 -2.32721 -0.0106 0.0011 0.0363
C -1.78389 3.15876 -2.02041 0.0105 -0.1001 0.4555
H 2.55621 -0.01162 -4.03601 -0.1326 0.0088 0.0010
H 0.16358 -1.96824 4.60917 0.0158 -0.0500 -0.0260
C -1.83280 -3.09082 -2.06851 0.0913 0.0578 0.2491
H -1.14488 3.15781 6.49584 -0.0417 -0.0822 0.0123
Re 0.00227 0.04982 0.34063 -0.1067 0.3314 -1.6258
H -4.04771 -2.59540 0.41217 -0.0162 -0.0106 0.0218
H -0.23144 4.77338 0.51047 -0.0051 0.0043 0.0357
C -1.70549 2.75567 1.80031 -0.0673 -0.0096 0.0514
H -0.00215 0.00273 -4.00840 -0.0107 0.0385 -0.1084
H 2.78851 0.80489 1.97746 -0.1634 0.0188 0.1338
H -2.18681 1.77616 1.85303 0.1385 -0.0538 0.0810
H -1.29347 2.26593 -4.00656 0.0688 -0.0985 -0.0078
N -0.85657 -1.42714 -0.91822 0.2243 0.4202 0.8525
H -0.64028 2.69705 2.01914 0.0516 -0.1527 0.0897
H -3.02021 3.53424 0.34534 0.0202 -0.0103 -0.1141
C 0.06041 -1.07089 6.45367 -0.0002 -0.0808 -0.1763
H -1.68720 5.38747 1.31229 -0.0012 -0.0071 0.0041
H 0.58741 3.29052 6.50955 0.0496 -0.0651 0.0213
B -0.00025 0.01114 -2.82635 0.0659 -0.1502 0.4443
H -0.67035 -3.03063 6.82465 -0.0337 0.0388 0.0474
H 4.17768 -0.12870 2.49754 -0.0279 -0.0202 -0.0284
H -2.31869 4.06382 -2.25308 0.0103 -0.0057 0.0295
N -0.10714 1.23153 4.93676 0.0058 0.0442 -0.3986
C -2.03415 -3.42842 0.38629 -0.0902 -0.0237 0.2166
C -0.12741 1.31754 6.28774 0.0268 -0.3138 0.1127
C -0.00095 0.07026 4.37961 -0.0110 -0.1524 0.9866
C 3.99755 0.04372 0.38202 0.0842 0.0526 0.2346
C 3.38266 -0.07914 1.75271 -0.0240 -0.0619 0.0681
```
Forces are in eV/Å.

***

This record from the OMol25 dataset describes C24H22N4O4 in the gas phase. The level of theory is ωB97M-V with the def2-TZVPD basis set.

Values from the calculation:
E_tot = -39397.2780 eV
Molar mass = 430.464 g/mol
Energy above the lowest of the compared OMol25 structures with the same formula, charge and spin = 46.29 kJ/mol
HOMO-LUMO gap = 8.0 eV

Structure (XYZ):
```
54
Properties=species:S:1:pos:R:3:forces:R:3
C -0.48843 -0.14158 3.34043 0.0263 -0.2111 -0.3444
H -0.44259 -6.32424 -4.14295 0.0178 0.0722 0.0826
C -0.01186 2.33953 3.61236 -0.2825 0.3016 -0.4737
C 1.26085 2.59542 -3.13133 0.0612 0.0676 -0.2069
C -0.90848 -2.52531 2.97401 -0.0618 -0.0671 0.2061
C 0.91759 -4.65970 -3.88713 -0.4412 -0.1026 -0.2541
H -0.95351 -3.35551 2.28657 -0.0039 -0.0710 -0.0776
H 1.31487 3.42328 -2.44173 0.0045 0.0710 0.0773
N -0.29457 -1.16522 1.14350 0.1677 0.1557 -0.6941
H 1.49161 -5.33401 -3.25267 0.0189 0.0654 0.0040
H 0.43562 2.08264 0.93209 0.0120 0.0821 0.0261
H -0.92696 -3.89379 -5.45614 -0.0019 -0.2829 0.0532
H -1.03797 3.34327 2.17244 0.0531 -0.1072 0.0897
C 0.82395 0.21568 -3.50212 -0.0196 0.2096 0.3469
C 1.53075 2.74781 -4.46179 -0.0302 0.1296 0.2364
C 0.20809 -1.10066 -1.58651 0.0714 0.0144 -0.3917
H -1.34172 -1.71303 6.21898 -0.0142 0.0242 0.0864
C 0.12842 1.17282 1.42340 -0.0724 -0.0153 0.3932
C 0.46791 -1.03691 -2.93234 -0.1681 0.3364 0.4078
N 0.89337 -3.36123 -3.23443 0.1821 -0.0330 0.2004
H -2.11883 4.19090 4.95893 0.0489 0.1540 -0.0796
C 0.30965 0.06902 -0.80093 0.2125 0.1631 -0.7306
H 1.33374 -3.27889 -2.33279 -0.0084 0.1176 -0.1157
C 0.03471 0.00095 0.64017 -0.2100 -0.1654 0.7245
C -0.13515 1.11094 2.76855 0.1734 -0.3252 -0.4114
H -0.91727 5.46635 2.93994 0.0320 -0.0513 -0.0276
C -0.49128 -5.23194 -4.13730 0.2298 -0.0696 0.2208
O -0.23412 -2.26682 -4.85956 -0.1396 0.1205 -0.3126
H -1.15453 -4.91735 -3.31536 0.1294 -0.1091 -0.0074
H -0.72554 0.50732 5.37662 0.0092 0.0225 0.0482
H -1.45474 -3.64467 4.69671 -0.0151 -0.0865 -0.0005
C 0.33419 -2.26174 -3.78048 0.2913 -0.3071 0.4746
O -0.42096 4.53329 6.08836 0.3689 -0.2517 0.3606
H 0.55841 5.02088 3.83066 -0.1163 0.0751 -0.0555
N -0.55899 3.43841 3.05279 -0.0626 0.0645 -0.2489
C 0.90162 1.33107 -2.61727 0.0416 -0.3258 -0.6727
C -1.12112 -1.57423 5.17122 0.0125 0.2720 0.0419
N 0.64474 1.23446 -1.30208 -0.1673 -0.1517 0.6936
O -1.01353 -4.86305 -5.37741 -0.1898 0.2863 -0.4553
C -0.78491 -0.33310 4.70346 -0.0730 -0.1076 0.3000
H -0.10244 -2.00956 -1.09541 -0.0164 -0.0862 -0.0239
C -1.18467 -2.67573 4.30341 0.0326 -0.1304 -0.2368
C -0.55523 -1.26000 2.45815 -0.0492 0.3225 0.6751
H -1.57492 5.87414 5.16061 -0.0264 -0.0712 -0.0809
C -1.23419 4.84785 4.99838 -0.1020 0.0922 -0.2932
C -0.49083 4.76093 3.65217 -0.0419 -0.0107 0.4948
O 0.53752 2.34951 4.70137 0.1911 -0.1089 0.2914
H 1.41887 -4.56904 -4.85737 -0.0002 -0.0870 0.1132
H 0.05033 3.70476 5.87521 -0.1502 0.2448 0.0264
H 1.04239 -0.42932 -5.54098 -0.0101 -0.0246 -0.0521
C 1.45400 1.64955 -5.33266 -0.0142 -0.2715 -0.0462
C 1.11263 0.40926 -4.86649 0.0728 0.1049 -0.2963
H 1.80517 3.71607 -4.85379 0.0153 0.0863 0.0007
H 1.66831 1.79054 -6.38146 0.0126 -0.0243 -0.0861
```
Forces are in eV/Å.